Density functional theory data (ωB97M-V/def2-TZVPD) for the molecule C2H6ClN3.

Output
SMILES string: [H]/N=C(/CCl)NN
Gap between HOMO and LUMO in eV: 9.96
Spin multiplicity: 1
Relative energy (zero: lowest compared OMol25 entry of this formula, charge and spin) in eV: 1.032
F_max in eV Å⁻¹: 3.2

Each line ends with the natural charge from an NBO analysis.
Atoms and positions in Å:
1 C -0.278 -0.697 -0.057  0.40
2 C 1.035 -0.809 0.662  -0.37
3 H 0.242 2.013 -0.934  0.37
4 H -0.464 2.282 0.699  0.37
5 H -1.733 0.551 -0.799  0.37
6 H -1.773 -1.564 -0.931  0.32
7 H 1.057 -0.157 1.533  0.23
8 H 1.338 -1.843 0.990  0.25
9 N -0.073 1.636 -0.046  -0.68
10 N -0.849 0.499 -0.212  -0.46
11 N -0.895 -1.757 -0.451  -0.70
12 Cl 2.395 -0.154 -0.454  -0.10

Atoms 1-3, force components in eV/Å:
-1.0 -2.9 -0.6
1.2 0.0 -0.1
-0.2 0.4 0.5